DFT (wB97M-V/def2-TZVPD) results for 22 unconnected molecules or ions with the total composition C42H128N24O22.

Output
HOMO energy: -9.5 eV
orbital gap: 9.69 eV

Positions of all 216 atoms, in Å:
C: -2.901 -3.867 -1.490
C: -1.463 -4.154 -1.150
C: -0.981 -5.449 -1.724
O: -0.672 -3.052 -1.764
H: -3.501 -4.665 -1.056
H: -3.093 -3.871 -2.585
H: -3.292 -2.916 -1.145
H: -1.184 -4.084 -0.118
H: -1.200 -5.519 -2.803
H: -1.463 -6.379 -1.221
H: 0.126 -5.636 -1.586
H: -1.127 -2.840 -2.595
C: 6.917 0.206 -0.588
C: 6.437 0.253 -2.041
C: 6.876 -1.041 -2.765
O: 4.994 0.175 -1.997
H: 6.486 1.053 -0.056
H: 7.995 0.312 -0.453
H: 6.515 -0.744 -0.187
H: 6.669 1.168 -2.519
H: 7.918 -0.984 -3.014
H: 6.336 -1.251 -3.664
H: 6.708 -1.872 -2.069
H: 4.683 0.617 -1.151
C: 0.484 -8.907 0.276
C: 0.387 -8.019 1.483
C: 1.773 -7.864 2.176
O: -0.034 -6.636 1.371
H: 0.754 -9.910 0.599
H: 1.229 -8.646 -0.467
H: -0.457 -8.964 -0.273
H: -0.429 -8.476 2.115
H: 1.717 -7.621 3.228
H: 2.342 -7.071 1.694
H: 2.293 -8.785 2.105
H: -0.895 -6.517 0.932
C: 1.269 5.386 -3.282
C: 0.147 4.355 -3.578
C: -0.361 3.753 -2.275
O: -0.927 5.094 -4.304
H: 1.747 5.731 -4.165
H: 1.875 4.893 -2.513
H: 0.622 6.186 -2.871
H: 0.501 3.559 -4.243
H: -1.347 3.291 -2.385
H: -0.412 4.585 -1.492
H: 0.329 3.035 -1.939
H: -1.121 5.949 -3.887
C: -5.518 -0.706 -4.587
C: -5.867 -0.577 -3.100
C: -7.120 -1.208 -2.547
O: -4.855 -1.165 -2.227
H: -6.372 -0.446 -5.248
H: -5.235 -1.756 -4.647
H: -4.573 -0.196 -4.816
H: -5.859 0.475 -2.792
H: -8.074 -0.725 -2.811
H: -7.071 -1.117 -1.456
H: -7.203 -2.286 -2.815
H: -3.962 -1.116 -2.623
C: 4.627 -2.064 3.896
C: 3.947 -1.028 3.038
C: 3.569 0.252 3.703
O: 4.837 -0.708 1.867
H: 3.974 -2.513 4.638
H: 5.478 -1.712 4.528
H: 5.083 -2.722 3.168
H: 3.119 -1.552 2.526
H: 2.863 0.897 3.246
H: 4.481 0.859 3.848
H: 3.191 0.174 4.729
H: 4.865 -1.502 1.296
C: -6.468 0.491 4.370
C: -5.111 1.100 4.819
C: -5.166 1.698 6.180
O: -4.060 0.168 4.708
H: -6.537 0.467 3.259
H: -7.321 1.140 4.676
H: -6.583 -0.499 4.747
H: -4.923 1.890 4.087
H: -5.973 2.396 6.223
H: -4.286 2.229 6.512
H: -5.401 0.853 6.882
H: -4.210 -0.434 3.957
C: 4.747 3.171 0.511
C: 3.491 2.325 0.453
C: 2.587 2.750 -0.740
O: 3.743 0.929 0.189
H: 5.510 2.882 1.224
H: 4.535 4.220 0.576
H: 5.149 3.137 -0.498
H: 2.954 2.353 1.385
H: 3.154 2.879 -1.668
H: 2.213 3.749 -0.480
H: 1.692 2.108 -0.916
H: 4.071 0.496 0.995
C: -1.305 -3.075 2.558
C: 0.165 -3.004 2.967
C: 0.338 -3.423 4.417
O: 1.036 -3.850 2.204
H: -1.761 -4.024 2.696
H: -1.449 -2.709 1.510
H: -1.867 -2.431 3.224
H: 0.497 -1.988 2.830
H: -0.387 -2.921 5.068
H: 1.346 -3.214 4.689
H: 0.061 -4.446 4.479
H: 0.686 -4.739 2.289
C: 3.394 -2.438 -0.792
C: 3.631 -3.573 0.249
C: 3.510 -4.935 -0.354
O: 4.960 -3.386 0.785
H: 3.691 -1.427 -0.417
H: 2.304 -2.432 -1.008
H: 3.865 -2.524 -1.737
H: 2.838 -3.520 1.028
H: 2.457 -5.261 -0.336
H: 3.967 -5.646 0.344
H: 3.886 -5.097 -1.357
H: 5.096 -3.953 1.567
C: -4.811 4.877 -3.997
O: -5.857 4.556 -3.443
N: -4.533 6.033 -4.766
N: -3.758 4.021 -3.957
H: -3.557 6.133 -5.032
H: -5.095 6.811 -4.300
H: -3.892 3.077 -3.516
H: -2.805 4.288 -4.155
C: -2.168 6.839 -1.611
O: -1.848 7.178 -2.774
N: -1.417 6.973 -0.558
N: -3.388 6.247 -1.377
H: -0.517 7.392 -0.763
H: -1.391 6.330 0.223
H: -3.736 5.712 -2.152
H: -3.461 5.758 -0.488
C: -0.617 1.014 4.145
O: 0.439 1.719 4.104
N: -1.267 0.594 3.047
N: -1.136 0.538 5.322
H: -1.033 1.041 2.193
H: -2.220 0.314 3.127
H: -0.750 0.997 6.148
H: -2.117 0.475 5.325
C: -3.514 2.772 -0.786
O: -3.356 1.792 -1.618
N: -2.597 3.013 0.194
N: -4.643 3.516 -0.800
H: -2.660 3.839 0.746
H: -1.738 2.443 0.231
H: -4.708 4.354 -0.168
H: -5.234 3.236 -1.547
C: -0.314 0.149 0.029
O: -0.304 1.294 0.438
N: 0.745 -0.714 0.087
N: -1.330 -0.418 -0.706
H: 1.614 -0.384 0.506
H: 0.634 -1.714 0.018
H: -2.219 0.032 -0.765
H: -1.293 -1.350 -1.035
C: -1.666 -0.613 -4.142
O: -2.350 -1.550 -3.578
N: -1.777 0.706 -3.752
N: -0.861 -0.976 -5.191
H: -2.274 0.965 -2.893
H: -1.031 1.237 -4.231
H: -0.062 -0.345 -5.315
H: -0.612 -1.940 -5.023
C: 2.288 -4.285 -3.958
O: 2.071 -5.305 -3.304
N: 3.270 -4.147 -4.865
N: 1.416 -3.217 -3.948
H: 3.837 -4.933 -5.021
H: 3.508 -3.201 -5.115
H: 0.816 -3.388 -3.155
H: 1.914 -2.326 -3.725
C: -4.242 5.842 2.689
O: -4.121 4.995 1.836
N: -3.111 6.339 3.327
N: -5.426 6.452 2.953
H: -2.336 6.396 2.649
H: -3.156 7.129 3.973
H: -6.235 6.041 2.595
H: -5.459 7.183 3.625
C: -0.053 4.693 2.516
O: -0.828 5.363 1.852
N: 0.038 5.000 3.856
N: 0.627 3.727 1.956
H: 0.198 4.229 4.490
H: -0.846 5.402 4.107
H: 0.602 3.768 0.961
H: 1.236 3.079 2.449
C: 8.786 -1.528 2.985
O: 9.371 -1.784 4.000
N: 7.726 -0.647 2.874
N: 9.164 -2.112 1.720
H: 7.477 -0.208 3.736
H: 6.900 -0.935 2.340
H: 8.811 -1.796 0.835
H: 9.913 -2.807 1.692
C: -4.367 -1.071 1.265
O: -4.013 -1.207 2.467
N: -4.515 0.080 0.626
N: -4.748 -2.099 0.468
H: -4.683 0.188 -0.381
H: -4.228 0.870 1.179
H: -4.997 -1.998 -0.517
H: -4.652 -3.038 0.829
C: 1.960 0.984 -3.830
O: 1.165 1.316 -4.730
N: 3.262 1.498 -3.854
N: 1.648 0.060 -2.846
H: 3.415 1.947 -4.696
H: 4.024 1.054 -3.326
H: 2.079 0.248 -1.933
H: 0.616 -0.016 -2.826

=====

DFT (wB97M-V/def2-TZVPD) results for 20 unconnected molecules or ions with the total composition C42H20Cl76F2O3.

Output
HOMO energy: -9.5 eV
orbital gap: 8.46 eV

Positions of all 143 atoms, in Å:
C: -2.906 -1.814 5.458
C: -3.087 -0.729 4.404
C: -1.752 -0.309 3.768
F: -0.883 -1.381 3.624
C: -1.981 0.399 2.453
C: -2.062 1.809 2.448
C: -1.880 2.606 3.721
C: -0.400 2.629 4.131
O: -0.102 2.530 5.299
C: 0.689 2.804 3.107
C: 1.538 3.902 3.277
C: 2.565 4.145 2.371
C: 2.795 3.298 1.287
C: 1.964 2.188 1.130
C: 0.929 1.949 2.028
C: -2.297 2.489 1.253
C: -2.410 1.822 0.042
C: -2.289 0.441 0.035
C: -2.102 -0.267 1.227
C: -2.019 -1.760 1.092
O: -2.506 -2.541 1.870
C: -1.305 -2.223 -0.136
C: -0.445 -3.442 0.006
C: 0.621 -3.538 -1.065
F: 1.419 -4.638 -0.822
C: -1.477 -1.520 -1.262
C: -2.336 -0.318 -1.244
O: -3.008 0.025 -2.189
H: -2.473 -1.362 6.351
H: -2.253 -2.603 5.103
H: -3.871 -2.210 5.756
H: -3.457 0.172 4.899
H: -3.822 -0.972 3.640
H: -1.284 0.363 4.480
H: -2.166 3.639 3.539
H: -2.446 2.133 4.511
H: 1.399 4.575 4.112
H: 3.215 5.001 2.490
H: 3.607 3.517 0.613
H: 2.129 1.527 0.291
H: 0.323 1.074 1.864
H: -2.376 3.567 1.312
H: -2.580 2.358 -0.881
H: 0.086 -3.321 0.954
H: -1.020 -4.362 0.093
H: 1.233 -2.636 -1.061
H: 0.170 -3.609 -2.057
H: -0.988 -1.776 -2.188
C: -6.192 3.324 4.153
Cl: -6.432 2.365 5.615
Cl: -7.628 3.212 3.133
Cl: -5.900 5.014 4.580
Cl: -4.793 2.681 3.284
C: 1.672 -0.212 -4.131
Cl: 2.327 1.103 -5.103
Cl: 1.736 -1.727 -5.040
Cl: 2.620 -0.379 -2.646
Cl: -0.011 0.148 -3.721
C: 2.432 1.122 -9.084
Cl: 2.709 2.473 -7.977
Cl: 1.245 1.594 -10.303
Cl: 3.943 0.672 -9.877
Cl: 1.811 -0.227 -8.141
C: -9.362 -2.229 4.608
Cl: -9.746 -3.107 6.093
Cl: -10.438 -2.765 3.313
Cl: -9.597 -0.497 4.877
Cl: -7.682 -2.527 4.162
C: -8.955 2.569 8.656
Cl: -10.021 2.780 7.263
Cl: -8.143 1.005 8.532
Cl: -7.745 3.854 8.670
Cl: -9.906 2.633 10.143
C: -5.598 -1.442 10.697
Cl: -5.434 -2.883 11.703
Cl: -6.326 -1.890 9.148
Cl: -6.625 -0.264 11.519
Cl: -4.005 -0.736 10.411
C: -1.041 4.063 -7.326
Cl: -0.841 2.763 -6.148
Cl: -1.680 3.395 -8.830
Cl: -2.168 5.269 -6.694
Cl: 0.527 4.823 -7.633
C: 6.310 0.601 -0.067
Cl: 4.694 1.115 0.441
Cl: 7.237 0.092 1.345
Cl: 6.175 -0.739 -1.213
Cl: 7.117 1.972 -0.838
C: -2.272 -1.596 -8.483
Cl: -1.459 -1.644 -10.070
Cl: -3.148 -3.094 -8.192
Cl: -1.037 -1.421 -7.235
Cl: -3.372 -0.219 -8.413
C: 8.007 -4.156 0.363
Cl: 6.394 -3.702 0.920
Cl: 8.984 -4.665 1.741
Cl: 7.884 -5.480 -0.795
Cl: 8.790 -2.771 -0.416
C: 3.405 -3.052 -11.457
Cl: 4.230 -1.817 -12.414
Cl: 3.489 -4.599 -12.304
Cl: 4.188 -3.202 -9.881
Cl: 1.713 -2.598 -11.232
C: 8.328 6.126 -0.526
Cl: 8.798 7.573 -1.415
Cl: 8.449 4.706 -1.568
Cl: 9.380 5.920 0.875
Cl: 6.652 6.263 0.021
C: -7.834 -4.965 0.463
Cl: -7.568 -6.549 -0.275
Cl: -8.725 -5.161 1.973
Cl: -6.266 -4.206 0.772
Cl: -8.769 -3.952 -0.642
C: -5.918 -2.534 -11.643
Cl: -5.905 -4.107 -12.448
Cl: -6.815 -2.658 -10.125
Cl: -4.261 -2.033 -11.300
Cl: -6.696 -1.343 -12.691
C: 5.400 5.848 4.733
Cl: 5.664 6.159 3.010
Cl: 3.708 6.166 5.131
Cl: 5.775 4.161 5.088
Cl: 6.448 6.903 5.683
C: 12.282 -2.858 3.826
Cl: 14.006 -3.149 3.578
Cl: 12.064 -1.446 4.864
Cl: 11.500 -2.576 2.271
Cl: 11.552 -4.273 4.596
C: 11.139 -7.401 -2.111
Cl: 11.463 -6.022 -1.057
Cl: 9.825 -7.006 -3.227
Cl: 12.594 -7.786 -3.036
Cl: 10.676 -8.795 -1.132
C: 0.538 8.370 3.288
Cl: 0.524 7.358 4.738
Cl: -0.878 7.996 2.301
Cl: 0.499 10.070 3.758
Cl: 2.006 8.045 2.362
C: -4.142 -4.184 -4.347
Cl: -4.083 -5.812 -5.032
Cl: -4.885 -4.253 -2.747
Cl: -2.499 -3.537 -4.229
Cl: -5.108 -3.138 -5.389

=====

DFT (wB97M-V/def2-TZVPD) results for a molecular structure, C42H22Br2FeN10.

Output
total charge: +1
HOMO energy (spin up / spin down): -9.5 / -10.9 eV
orbital gap (spin up / spin down): 5.39 / 5.77 eV
2S+1: 6

Positions of all 77 atoms, in Å:
Fe: -4.689 -23.996 -3.490
C: -5.790 -19.207 -8.103
C: -7.085 -19.219 -7.547
C: -7.468 -20.058 -6.486
C: -6.582 -21.129 -6.202
C: -6.555 -22.198 -5.262
N: -7.732 -22.439 -4.525
C: -7.780 -23.378 -3.587
C: -9.031 -23.686 -2.910
C: -10.288 -23.224 -3.073
C: -11.254 -23.807 -2.264
C: -10.948 -24.698 -1.217
C: -9.631 -25.118 -0.996
C: -8.691 -24.691 -1.952
C: -7.303 -24.919 -2.155
N: -6.644 -25.871 -1.476
C: -5.476 -26.285 -1.821
N: -4.690 -25.868 -2.756
C: -3.646 -26.735 -2.947
N: -2.712 -26.716 -3.882
C: -2.740 -25.858 -4.868
N: -3.497 -24.753 -5.038
C: -3.132 -24.038 -6.200
N: -3.523 -22.917 -6.652
C: -4.650 -22.331 -6.302
N: -5.391 -22.857 -5.262
C: -5.321 -21.216 -6.834
C: -4.966 -20.282 -7.853
C: -1.995 -24.780 -6.742
C: -1.310 -24.622 -7.929
C: -0.364 -25.563 -8.240
C: -0.038 -26.595 -7.358
C: -0.743 -26.810 -6.170
C: -1.798 -25.928 -5.941
C: -3.746 -27.772 -1.894
C: -2.951 -28.872 -1.652
C: -3.377 -29.662 -0.630
C: -4.505 -29.401 0.076
C: -5.321 -28.232 -0.068
C: -4.850 -27.410 -1.076
N: -6.746 -24.180 -3.083
H: -5.388 -18.361 -8.695
H: -7.703 -18.459 -7.921
H: -8.456 -20.081 -6.110
H: -10.451 -22.355 -3.745
H: -12.288 -23.660 -2.451
H: -11.707 -25.046 -0.523
H: -9.335 -25.867 -0.253
H: -4.009 -20.408 -8.432
H: -1.613 -23.879 -8.680
H: 0.106 -25.662 -9.268
H: 0.642 -27.402 -7.594
H: -0.492 -27.746 -5.580
H: -2.071 -29.048 -2.249
H: -2.757 -30.588 -0.398
H: -4.716 -30.130 0.796
H: -6.198 -28.004 0.537
Br: 1.258 -20.389 -3.062
C: -0.276 -21.427 -2.784
C: -0.232 -22.718 -3.316
C: -1.424 -23.410 -3.244
N: -2.541 -23.041 -2.714
C: -2.534 -21.839 -2.103
C: -1.392 -20.994 -2.073
C: -3.784 -21.480 -1.433
C: -3.851 -20.389 -0.544
C: -5.116 -20.056 -0.033
Br: -5.235 -18.629 1.207
C: -6.278 -20.733 -0.403
C: -6.028 -21.786 -1.342
N: -4.863 -22.197 -1.825
H: 0.702 -23.018 -3.815
H: -1.562 -24.348 -3.774
H: -1.459 -19.953 -1.714
H: -3.026 -19.924 -0.131
H: -7.250 -20.443 -0.089
H: -6.914 -22.393 -1.539

=====

> Number 1 is which compound?

C42H128N24O22